1.
{"formula": "C33H44Cl2N7O8P2Tl", "method": "ωB97M-V/def2-TZVPD", "charge": -2, "orbital_gap_ev": [5.96, 4.73], "homo_energy_ev": [-1.9, -0.7], "spin_multiplicity": 1, "species": ["Tl", "C", "N", "C", "P", "O", "O", "P", "O", "N", "C", "C", "N", "C", "C", "N", "C", "C", "H", "H", "H", "H", "H", "H", "H", "H", "H", "H", "H", "H", "H", "H", "H", "H", "H", "H", "H", "H", "H", "H", "H", "H", "Cl", "C", "C", "C", "Cl", "C", "C", "C", "C", "N", "C", "C", "O", "H", "H", "H", "H", "O", "N", "N", "O", "C", "C", "C", "C", "C", "C", "H", "H", "H", "H", "H", "C", "C", "O", "H", "H", "H", "C", "C", "O", "C", "C", "C", "C", "C", "C", "H", "H", "H", "H", "H", "H", "H", "H"], "xyz": [[0.042990, -0.665199, 1.012114], [-3.720506, 2.474623, 2.397983], [-2.631781, 1.883519, 3.158592], [-2.801118, 0.451038, 3.348166], [-1.076503, 2.372939, 2.693632], [-0.062841, 1.301636, 2.926264], [-1.855579, 4.128644, -0.130463], [-1.822254, 2.691165, -0.539648], [-1.635956, 1.620307, 0.517471], [-0.585200, 2.392252, -1.680097], [0.749623, 2.355906, -1.126203], [-0.636421, 3.208794, -2.871880], [-3.218713, 2.358006, -1.417243], [-3.726717, 1.007164, -1.499125], [-4.214891, 3.376419, -1.613400], [-0.743720, 3.641091, 3.852262], [-1.720572, 4.704061, 3.951920], [0.605007, 4.152226, 3.729811], [-4.604299, 2.585391, 3.038430], [-3.983568, 1.852820, 1.536988], [-3.435795, 3.451348, 2.009695], [-3.658415, 0.275119, 4.005439], [-1.913355, 0.015479, 3.804553], [-2.992349, -0.051498, 2.392507], [0.747019, 1.823195, -0.177012], [1.155438, 3.366063, -0.953668], [1.414995, 1.830889, -1.821027], [-1.651211, 3.213605, -3.267443], [0.028328, 2.786182, -3.633647], [-0.330036, 4.249593, -2.681041], [-2.949023, 0.283034, -1.266170], [-4.093832, 0.796933, -2.510718], [-4.563532, 0.857620, -0.799975], [-3.773272, 4.356436, -1.450159], [-5.059724, 3.259120, -0.915832], [-4.622468, 3.323919, -2.632461], [-2.699451, 4.283074, 4.170525], [-1.790245, 5.310638, 3.039062], [-1.442853, 5.364384, 4.779875], [1.282851, 3.326620, 3.522925], [0.900851, 4.617959, 4.674479], [0.700858, 4.902102, 2.933436], [-0.206303, -1.502630, 6.303122], [0.873312, -2.407225, 5.277365], [1.989816, -2.997545, 5.852932], [2.868203, -3.732965, 5.102691], [4.256471, -4.474116, 5.886590], [2.657691, -3.908248, 3.720777], [3.492548, -4.671984, 2.876814], [3.195875, -4.782803, 1.549232], [2.064825, -4.113491, 1.050335], [1.275290, -3.395978, 1.806879], [1.526068, -3.290075, 3.125235], [0.546154, -2.510927, 3.902381], [-0.474932, -2.007309, 3.380544], [2.164066, -2.869427, 6.913626], [4.360718, -5.163190, 3.298363], [3.813784, -5.373386, 0.885748], [1.802188, -4.171139, 0.001460], [-0.863156, -3.485421, -0.746976], [-0.540924, -3.273646, -2.117149], [-0.783733, -1.985728, -2.408603], [-1.081555, -1.090686, -1.539660], [-0.606702, -1.613266, -3.723320], [-0.578172, -0.244625, -4.045416], [-0.355095, 0.143869, -5.349436], [-0.161942, -0.794994, -6.361372], [-0.200806, -2.147090, -6.035770], [-0.419122, -2.567472, -4.738514], [-0.713179, 0.472574, -3.248225], [-0.328452, 1.201691, -5.583464], [0.015232, -0.478729, -7.380416], [-0.065340, -2.890726, -6.812862], [-0.462860, -3.615615, -4.485379], [-2.338310, -3.970626, 0.991164], [-2.170095, -3.692402, -0.477229], [-3.054561, -3.678034, -1.292036], [-3.389333, -4.154883, 1.199758], [-1.970344, -3.141159, 1.595665], [-1.736300, -4.834491, 1.269008], [4.615065, 1.580553, -0.144791], [3.630929, 0.436995, -0.309241], [2.951945, 0.066093, 0.640501], [3.492338, -0.199633, -1.652664], [2.621793, -1.278152, -1.792597], [2.457044, -1.891385, -3.020927], [3.154831, -1.421654, -4.126874], [4.027849, -0.349005, -3.998869], [4.200728, 0.258298, -2.765251], [4.555081, 1.934378, 0.881731], [4.375527, 2.397959, -0.826410], [5.630828, 1.247198, -0.364072], [2.068776, -1.624619, -0.930819], [1.763989, -2.717167, -3.109134], [3.000907, -1.883147, -5.093845], [4.566693, 0.021624, -4.862423], [4.872938, 1.100900, -2.677140]], "forces_ev_per_a": [[-0.212, -0.040, 0.102], [-0.132, 0.009, 0.098], [0.096, 0.155, -0.156], [0.022, -0.076, 0.176], [-0.179, 0.190, 0.344], [0.240, -0.074, -0.114], [0.003, 0.021, -0.024], [-0.004, -0.117, -0.103], [0.087, -0.066, -0.070], [-0.219, 0.172, 0.101], [0.135, -0.079, -0.019], [-0.003, 0.020, -0.063], [0.091, 0.085, 0.150], [0.028, -0.130, -0.051], [-0.057, 0.057, -0.028], [-0.073, -0.166, -0.119], [-0.064, 0.029, 0.083], [0.138, 0.027, 0.031], [0.007, 0.005, -0.009], [-0.019, -0.033, -0.052], [0.005, 0.077, -0.026], [-0.035, -0.001, 0.000], [-0.048, -0.039, -0.037], [0.021, -0.055, -0.053], [0.033, 0.021, 0.004], [0.012, 0.016, 0.024], [0.036, -0.014, 0.006], [-0.036, 0.002, -0.037], [0.016, 0.012, 0.001], [0.001, 0.000, -0.010], [0.053, 0.001, -0.054], [-0.010, -0.010, -0.004], [-0.005, -0.011, 0.005], [-0.001, 0.016, -0.003], [-0.016, 0.005, -0.003], [-0.017, 0.005, -0.002], [-0.053, -0.018, 0.002], [0.003, 0.034, -0.047], [0.003, 0.007, 0.009], [0.041, -0.008, 0.013], [0.026, 0.036, 0.026], [0.029, 0.039, -0.068], [-0.041, 0.030, 0.039], [-0.048, -0.002, -0.045], [0.057, 0.012, 0.070], [0.039, -0.045, 0.073], [0.013, -0.001, 0.016], [-0.021, -0.014, -0.010], [0.071, -0.011, 0.042], [-0.011, -0.027, -0.024], [0.042, 0.023, -0.025], [-0.145, -0.011, -0.098], [-0.006, 0.045, 0.091], [-0.010, 0.016, 0.088], [-0.018, -0.020, -0.106], [-0.008, -0.005, -0.001], [-0.019, 0.008, -0.007], [0.024, 0.002, -0.033], [-0.042, -0.003, -0.147], [0.065, 0.153, -0.204], [0.061, -0.377, -0.018], [0.019, -0.066, -0.106], [-0.097, 0.263, 0.468], [-0.008, -0.027, -0.034], [-0.015, 0.068, 0.056], [-0.009, 0.030, 0.035], [0.046, 0.003, -0.073], [0.012, -0.041, -0.051], [-0.018, -0.140, -0.044], [-0.045, 0.041, 0.086], [0.000, 0.031, -0.003], [0.000, 0.015, -0.067], [0.008, -0.032, -0.027], [0.003, -0.034, -0.006], [-0.024, 0.025, 0.027], [0.040, 0.053, -0.076], [-0.011, -0.006, 0.016], [0.015, -0.001, -0.002], [0.048, 0.054, 0.014], [0.022, -0.052, 0.015], [-0.133, -0.117, 0.109], [-0.589, -0.091, 0.662], [0.797, 0.300, -0.809], [0.081, -0.025, 0.015], [0.036, 0.032, 0.020], [0.034, -0.021, -0.070], [-0.009, -0.004, 0.024], [-0.030, -0.023, -0.001], [-0.076, -0.025, 0.097], [0.012, -0.008, -0.019], [-0.037, -0.007, -0.016], [0.010, -0.012, -0.015], [-0.026, -0.043, 0.044], [0.011, -0.022, 0.010], [-0.031, -0.011, -0.018], [-0.010, 0.000, -0.006], [0.031, 0.022, 0.018]]}

2.
{"formula": "C4H7Cl2N", "method": "ωB97M-V/def2-TZVPD", "charge": 0, "orbital_gap_ev": 10.82, "homo_energy_ev": -10.1, "spin_multiplicity": 1, "species": ["C", "C", "C", "C", "N", "Cl", "Cl", "H", "H", "H", "H", "H", "H", "H"], "xyz": [[0.554714, 0.591362, 0.629214], [-2.087060, 1.723314, -0.528190], [1.595323, -1.459648, 1.621902], [-2.390430, 0.555314, 0.341812], [1.089675, -0.391165, 0.959164], [-4.137361, 0.070619, 0.551279], [-1.598116, -0.926874, -0.348750], [-1.784350, 0.558914, 1.248223], [-2.318873, 1.529850, -1.514177], [-0.965124, 1.873908, -0.507232], [-2.623209, 2.618435, -0.204932], [2.236149, -1.108214, 2.540323], [2.312492, -2.104975, 1.045075], [0.898364, -2.190254, 2.127661]], "forces_ev_per_a": [[1.042, -0.359, 0.208], [1.272, 0.940, 1.434], [2.994, -2.945, 3.442], [0.491, -1.682, -0.045], [-1.076, 1.873, -0.514], [1.005, 0.909, 0.176], [-0.599, -0.394, -0.771], [-1.141, 0.567, 0.532], [-0.820, -0.475, -2.167], [-1.442, 0.025, 0.230], [0.151, -0.058, 0.113], [-1.051, -0.346, -1.702], [-0.803, 0.850, 0.087], [-0.023, 1.095, -1.022]]}

3.
{"formula": "C24H24IN3Zn", "method": "ωB97M-V/def2-TZVPD", "charge": 0, "orbital_gap_ev": 5.01, "homo_energy_ev": -6.3, "spin_multiplicity": 1, "species": ["C", "C", "H", "H", "H", "H", "H", "H", "C", "C", "C", "C", "H", "H", "H", "H", "N", "C", "C", "N", "C", "C", "C", "H", "H", "C", "H", "H", "Zn", "I", "C", "C", "C", "C", "C", "C", "N", "C", "C", "C", "C", "C", "C", "H", "H", "H", "H", "H", "H", "H", "H", "H", "H"], "xyz": [[-4.545758, -0.198217, -3.205338], [-4.873725, 1.258792, -2.865412], [-3.999029, -0.271260, -4.151808], [-5.457502, -0.798002, -3.300946], [-3.926078, -0.657154, -2.427130], [-3.968808, 1.818642, -2.604892], [-5.346523, 1.767036, -3.712957], [-5.560548, 1.322582, -2.014451], [2.247389, -1.966228, -0.944382], [3.554637, -2.395162, -1.142928], [4.602144, -1.573656, -0.729273], [4.304117, -0.354174, -0.132651], [1.383611, -2.556052, -1.242343], [3.739979, -3.355168, -1.613142], [5.635482, -1.876051, -0.868083], [5.104554, 0.298848, 0.195841], [1.955325, -0.788860, -0.368361], [2.967250, 0.020260, 0.038869], [2.553468, 1.288955, 0.658582], [1.207095, 1.501815, 0.749051], [0.769608, 2.646716, 1.307535], [3.002300, 3.416265, 1.709612], [1.625940, 3.622492, 1.796543], [-0.307320, 2.761969, 1.353049], [1.213579, 4.524392, 2.235941], [3.462204, 2.238325, 1.135113], [4.527180, 2.053542, 1.055716], [3.703184, 4.156746, 2.081516], [0.000000, 0.000000, 0.000000], [-1.377798, -1.955845, -0.970711], [-0.999133, -4.950362, 2.555322], [0.110997, -4.468855, 1.859567], [0.251003, -3.096632, 1.615134], [-0.716243, -2.185723, 2.062132], [-1.824166, -2.692438, 2.782692], [-1.964690, -4.060698, 3.021399], [-0.652875, -0.771150, 1.764794], [-1.039470, 0.101478, 2.831430], [-1.781581, 1.262744, 2.600943], [-2.121167, 2.104085, 3.672139], [-1.726609, 1.785817, 4.976787], [-0.998678, 0.623399, 5.220239], [-0.661796, -0.212436, 4.158402], [-1.114662, -6.012149, 2.733594], [0.860536, -5.161692, 1.502252], [1.110633, -2.753993, 1.089264], [-2.605140, -2.028694, 3.133183], [-2.830904, -4.428874, 3.555842], [-2.102413, 1.510587, 1.598855], [-2.691083, 3.005207, 3.494105], [-1.984221, 2.435317, 5.803111], [-0.688668, 0.368554, 6.225116], [-0.081229, -1.103783, 4.372826]], "forces_ev_per_a": [[0.008, 0.014, 0.082], [-0.022, -0.070, -0.044], [-0.046, 0.004, 0.157], [0.114, 0.105, -0.023], [-0.115, 0.066, -0.164], [-0.112, -0.070, -0.054], [0.037, -0.043, 0.134], [0.123, 0.001, -0.099], [0.028, 0.510, 0.137], [0.138, 0.193, 0.119], [-0.432, -0.055, -0.027], [-0.265, 0.107, 0.071], [0.092, 0.064, 0.002], [-0.031, 0.142, 0.072], [-0.141, 0.039, 0.015], [-0.101, -0.122, -0.052], [1.239, 0.221, -0.158], [-0.090, -1.201, -0.590], [-0.863, 0.871, 0.448], [0.879, 0.953, -0.235], [0.225, -0.392, -0.285], [-0.513, -0.180, -0.080], [0.294, -0.060, 0.049], [0.230, 0.068, 0.030], [0.056, -0.141, -0.055], [-0.159, -0.261, -0.071], [-0.161, 0.043, 0.031], [-0.099, -0.093, -0.056], [-0.412, -1.781, 1.159], [-0.444, 0.413, -1.781], [0.169, 0.036, -0.110], [-0.508, 0.556, 0.191], [-0.625, -0.607, 0.816], [-0.370, 1.248, 0.411], [0.290, -0.550, -0.217], [0.471, 0.522, -0.301], [0.075, 0.218, 1.573], [0.650, -1.719, -0.646], [0.037, 0.320, 0.804], [0.504, -0.506, 0.214], [-0.201, 0.240, -0.317], [-0.029, -0.173, -0.819], [-0.137, 0.617, 0.489], [0.042, -0.004, -0.015], [0.071, -0.005, -0.034], [0.405, 0.284, -0.204], [0.124, 0.132, -0.088], [-0.014, 0.016, 0.010], [-0.159, -0.116, -0.174], [-0.080, 0.047, -0.047], [-0.074, 0.061, -0.046], [0.002, 0.009, 0.030], [-0.099, 0.029, -0.251]]}

4.
{"formula": "C17H22N4O2S2", "method": "ωB97M-V/def2-TZVPD", "charge": 0, "orbital_gap_ev": 9.12, "smiles": "Cc1nc2sccn2c1C(=O)NN1C(=O)[C@@H](C)S[C@]12CC[C@H](C)CC2", "homo_energy_ev": -8.6, "spin_multiplicity": 1, "species": ["C", "C", "N", "C", "S", "C", "C", "N", "C", "C", "O", "N", "N", "C", "O", "C", "C", "S", "C", "C", "C", "C", "C", "C", "C", "H", "H", "H", "H", "H", "H", "H", "H", "H", "H", "H", "H", "H", "H", "H", "H", "H", "H", "H", "H", "H", "H"], "xyz": [[3.513753, -0.735116, 2.351580], [2.235820, -1.419381, 2.782408], [2.052534, -2.018720, 4.038065], [0.850454, -2.527834, 3.992059], [-0.051010, -3.536048, 5.105949], [-1.349453, -3.651747, 3.845818], [-1.036330, -2.937380, 2.705461], [0.236735, -2.342055, 2.817917], [1.100816, -1.569208, 2.017056], [0.862370, -1.145166, 0.672520], [1.680984, -1.413470, -0.176241], [-0.282265, -0.464720, 0.309332], [-0.762165, -0.419173, -1.055759], [-1.329354, -1.560603, -1.567220], [-1.603500, -2.549140, -0.834303], [-1.827950, -1.436122, -2.996784], [-3.345308, -1.574331, -2.978119], [-1.392769, 0.259271, -3.601363], [-0.631150, 0.700398, -1.991510], [0.846176, 1.108752, -2.266151], [1.475640, 1.908007, -1.099598], [0.629927, 3.156386, -0.819242], [1.221142, 4.053033, 0.290992], [-0.765512, 2.722519, -0.476550], [-1.438561, 1.909978, -1.580637], [3.827961, 0.071868, 3.030420], [3.469547, -0.356226, 1.317591], [4.269890, -1.503081, 2.402384], [-2.264794, -4.224453, 4.001697], [-1.659321, -2.880167, 1.828153], [-0.965258, -0.385617, 1.061786], [-1.317598, -2.189268, -3.611662], [-3.744481, -1.021445, -3.828445], [-3.783130, -1.195672, -2.045932], [-3.596330, -2.645548, -3.097591], [1.389552, 0.193966, -2.391272], [0.900043, 1.696214, -3.174632], [1.546886, 1.309231, -0.207557], [2.519613, 2.167761, -1.314781], [0.568918, 3.749709, -1.718072], [0.586633, 4.934000, 0.488726], [2.210935, 4.370385, 0.012084], [1.299415, 3.482047, 1.236225], [-1.380882, 3.615344, -0.273003], [-0.759932, 2.108449, 0.452172], [-1.601333, 2.612147, -2.415097], [-2.407358, 1.572228, -1.238870]], "forces_ev_per_a": [[-0.422, -0.028, 0.309], [-0.269, 0.148, 0.524], [0.736, 0.757, -0.815], [0.731, -0.571, 0.714], [-0.893, 0.233, -1.479], [0.948, 1.074, -0.880], [0.048, -1.219, 2.166], [-1.630, 0.588, -1.179], [-0.416, -0.538, 2.093], [0.144, -0.598, -2.677], [0.708, 0.203, -0.620], [-1.200, 0.666, -0.481], [0.295, -1.123, 0.765], [-1.054, -2.046, 2.642], [0.952, 2.230, -2.027], [0.381, 0.581, 0.043], [-0.191, -1.005, -0.421], [0.319, -1.612, 0.802], [1.187, 1.745, -0.514], [-0.149, -0.067, 1.364], [-0.126, 0.498, -0.630], [0.685, -0.007, 0.846], [-0.662, -0.661, 0.186], [-0.934, -0.160, 0.899], [0.213, 1.086, 0.885], [-0.298, -0.267, -0.129], [-0.158, -0.238, 0.494], [0.510, -0.148, -0.108], [0.475, 0.281, 0.046], [0.252, 0.157, -0.256], [-0.267, 0.131, -0.774], [-0.315, 0.164, 0.165], [-0.198, -0.117, 0.107], [0.148, -0.039, -0.300], [-0.122, 0.545, 0.237], [0.425, -0.530, -0.344], [-0.102, 0.095, -0.227], [-0.192, -0.348, 0.430], [-0.192, 0.069, -0.294], [0.077, 0.299, -0.601], [0.261, -0.306, -0.161], [0.442, 0.276, -0.041], [-0.022, 0.223, -0.359], [0.091, -0.299, 0.041], [0.119, 0.481, -0.345], [0.106, -0.549, -0.042], [-0.438, -0.054, -0.055]]}

Table of relative energy (zero: lowest compared OMol25 entry of this formula, charge and spin) (kJ/mol), in record order: 182.1; 170.7; 0.0; 117.0